# 1
Here is a structure of composition C44H51CrN8OSTe from the Open Molecules 2025 dataset. Energies are from ωB97M-V/def2-TZVPD.

Cartesian coordinates (Å):
1 Cr 0.39 -0.96 0.57
2 C 1.12 -4.04 0.12
3 C -0.29 -3.93 0.67
4 N -0.41 -2.73 1.51
5 C 0.07 -2.85 2.91
6 C 1.57 -2.68 3.07
7 S 2.26 -1.30 2.08
8 C 3.49 -2.17 1.06
9 C 3.00 -2.55 -0.34
10 N 1.54 -2.72 -0.40
11 H 1.17 -4.81 -0.65
12 H 1.82 -4.33 0.90
13 H -0.56 -4.84 1.23
14 H -1.00 -3.82 -0.15
15 H -1.40 -2.51 1.58
16 H -0.23 -3.81 3.33
17 H -0.44 -2.07 3.47
18 H 2.12 -3.58 2.80
19 H 1.79 -2.47 4.11
20 H 3.81 -3.03 1.64
21 H 4.35 -1.50 0.98
22 H 3.52 -3.45 -0.67
23 H 3.27 -1.76 -1.04
24 H 1.27 -2.66 -1.38
25 C -3.32 -1.39 -1.49
26 C -3.00 -1.39 -2.84
27 C -1.69 -1.21 -3.21
28 C -0.70 -1.04 -2.24
29 N -1.01 -1.10 -0.93
30 C -2.31 -1.23 -0.58
31 N 0.58 -0.82 -2.70
32 C 1.48 -0.22 -2.00
33 N 1.48 0.15 -0.67
34 C 2.71 0.80 -0.41
35 N 3.13 1.44 0.60
36 C 2.36 2.14 1.53
37 C 2.87 2.30 2.83
38 C 2.28 3.23 3.66
39 C 1.21 3.98 3.18
40 C 0.76 3.73 1.89
41 N 1.31 2.82 1.08
42 C 3.57 0.64 -1.61
43 C 4.88 1.05 -1.84
44 C 5.38 0.83 -3.12
45 C 4.59 0.26 -4.12
46 C 3.28 -0.11 -3.88
47 C 2.80 0.09 -2.60
48 H -4.34 -1.47 -1.14
49 H -3.77 -1.51 -3.59
50 H -1.38 -1.18 -4.25
51 H -2.53 -1.16 0.48
52 H 3.74 1.73 3.13
53 H 2.67 3.40 4.65
54 H 0.74 4.74 3.78
55 H -0.08 4.27 1.49
56 H 5.46 1.51 -1.06
57 H 6.40 1.12 -3.35
58 H 5.02 0.12 -5.11
59 H 2.65 -0.54 -4.65
60 C -0.43 0.75 3.95
61 C -0.97 0.85 2.55
62 O -1.88 1.57 2.24
63 N -0.39 -0.02 1.64
64 Te -4.47 1.66 0.46
65 C -6.25 2.07 -0.62
66 C -7.45 2.33 0.05
67 C -7.62 2.35 1.54
68 C -8.60 2.59 -0.71
69 C -8.59 2.61 -2.09
70 C -9.84 2.89 -2.88
71 C -7.38 2.36 -2.73
72 C -6.22 2.08 -2.03
73 C -4.96 1.82 -2.81
74 C -3.32 3.30 -0.26
75 C -2.21 3.08 -1.08
76 C -1.73 1.71 -1.49
77 C -1.48 4.18 -1.53
78 C -1.81 5.47 -1.18
79 C -0.99 6.64 -1.65
80 C -2.91 5.66 -0.35
81 C -3.68 4.60 0.11
82 C -4.86 4.90 0.99
83 H -0.35 1.75 4.36
84 H 0.54 0.26 4.00
85 H -1.15 0.20 4.56
86 H -6.69 2.14 2.07
87 H -8.36 1.61 1.85
88 H -7.98 3.33 1.87
89 H -9.53 2.78 -0.18
90 H -10.65 3.22 -2.23
91 H -10.16 2.00 -3.42
92 H -9.66 3.67 -3.62
93 H -7.35 2.38 -3.82
94 H -5.17 1.74 -3.87
95 H -4.48 0.90 -2.48
96 H -4.23 2.62 -2.67
97 H -2.56 1.02 -1.63
98 H -1.08 1.31 -0.71
99 H -1.16 1.76 -2.41
100 H -0.62 4.00 -2.17
101 H -0.27 6.34 -2.40
102 H -0.45 7.10 -0.82
103 H -1.63 7.42 -2.08
104 H -3.19 6.67 -0.07
105 H -4.88 5.95 1.26
106 H -4.83 4.30 1.90
107 H -5.80 4.66 0.48

Summary:
Total charge: +1
E_LUMO (alpha / beta) in eV: -3.23 / -3.12
Gap between HOMO and LUMO (alpha / beta) in eV: 5.87 / 5.98

---

# 2
Here is a structure of composition C44H51N6P2Sc from the Open Molecules 2025 dataset. Energies are from ωB97M-V/def2-TZVPD.

Cartesian coordinates (Å):
1 Sc -0.31 -0.33 -0.05
2 C -5.98 -0.25 -1.11
3 C -4.51 0.00 -1.48
4 C -4.38 0.16 -2.99
5 C -3.64 -1.09 -0.89
6 C -2.95 -2.02 -1.67
7 C -2.28 -3.09 -1.08
8 C -2.26 -3.26 0.30
9 C -1.61 -4.47 0.91
10 C -2.88 -2.29 1.08
11 C -3.56 -1.23 0.50
12 H -6.62 0.54 -1.51
13 H -6.13 -0.30 -0.04
14 H -6.32 -1.20 -1.54
15 H -4.21 0.95 -1.00
16 H -4.77 -0.72 -3.50
17 H -3.35 0.30 -3.31
18 H -4.96 1.02 -3.33
19 H -2.98 -1.95 -2.75
20 H -1.79 -3.81 -1.71
21 H -0.55 -4.31 1.09
22 H -1.69 -5.33 0.23
23 H -2.09 -4.74 1.85
24 H -2.89 -2.40 2.16
25 H -4.08 -0.52 1.14
26 C 1.18 -2.26 -2.34
27 P 1.44 -0.44 -2.19
28 C 0.94 0.29 -3.79
29 C 0.67 -0.48 -4.91
30 C 0.29 0.12 -6.11
31 C 0.19 1.50 -6.19
32 C 0.47 2.28 -5.07
33 C 0.83 1.68 -3.88
34 C 3.22 -0.16 -2.07
35 C 3.65 1.09 -1.63
36 C 5.01 1.39 -1.58
37 C 5.94 0.43 -1.96
38 C 5.51 -0.82 -2.38
39 C 4.16 -1.12 -2.44
40 C 1.37 -2.78 -0.95
41 C 2.21 -3.73 -0.43
42 C 2.09 -3.66 0.98
43 C 1.19 -2.67 1.25
44 C 0.81 -1.97 2.52
45 P 1.31 -0.21 2.21
46 C 0.79 0.78 3.64
47 C 0.26 0.20 4.80
48 C -0.08 1.00 5.89
49 C 0.13 2.37 5.84
50 C 0.66 2.95 4.69
51 C 0.97 2.16 3.60
52 C 3.11 -0.28 2.31
53 C 3.80 0.19 3.43
54 C 5.17 0.06 3.50
55 C 5.86 -0.56 2.47
56 C 5.18 -1.04 1.36
57 C 3.81 -0.89 1.28
58 N 0.73 -2.11 0.07
59 H 1.84 -2.74 -3.06
60 H 0.15 -2.40 -2.70
61 H 0.76 -1.56 -4.88
62 H 0.09 -0.49 -6.97
63 H -0.09 1.97 -7.12
64 H 0.42 3.36 -5.14
65 H 1.06 2.31 -3.02
66 H 2.93 1.84 -1.31
67 H 5.33 2.36 -1.24
68 H 6.99 0.66 -1.93
69 H 6.24 -1.56 -2.68
70 H 3.85 -2.10 -2.77
71 H 2.84 -4.40 -0.99
72 H 2.63 -4.25 1.70
73 H 1.33 -2.39 3.38
74 H -0.27 -2.03 2.73
75 H 0.13 -0.87 4.88
76 H -0.47 0.55 6.78
77 H -0.10 2.99 6.69
78 H 0.84 4.02 4.65
79 H 1.39 2.62 2.71
80 H 3.27 0.67 4.25
81 H 5.70 0.43 4.37
82 H 6.94 -0.68 2.54
83 H 5.71 -1.53 0.56
84 H 3.28 -1.28 0.41
85 C -3.30 4.09 1.91
86 N -2.75 2.75 2.07
87 C -2.87 2.10 3.38
88 C -2.11 2.11 1.09
89 N -1.44 1.00 1.25
90 N -2.19 2.70 -0.16
91 C -1.86 2.15 -1.38
92 N -2.18 2.92 -2.44
93 N -1.29 0.99 -1.49
94 H -3.53 4.49 2.90
95 H -4.23 4.09 1.33
96 H -2.57 4.77 1.46
97 H -3.66 2.59 3.94
98 H -1.94 2.16 3.95
99 H -3.16 1.06 3.26
100 H -1.41 0.76 2.24
101 H -2.69 3.57 -0.20
102 H -2.70 3.78 -2.36
103 H -1.86 2.65 -3.36
104 H -1.15 0.76 -2.47

Summary:
Energy relative to the best compared isomer or geometry (same formula, charge and spin) in eV: 0.000
Total charge: +2
E_LUMO in eV: -5.06
Gap between HOMO and LUMO in eV: 7.28

---

no.,strongest force on any atom (eV/A)
1,0.8
2,0.4